C4H6O2 | ωB97M-V/def2-TZVPD

```
12
Properties=species:S:1:pos:R:3:lowdin_charge:R:1
O 1.59090 0.92746 1.26830 0.06
C 1.77924 0.39931 0.19544 -0.25
C 0.72864 -0.37748 -0.52744 -0.11
C -0.61701 -0.45976 0.11059 -0.37
C -1.62183 0.54963 0.21528 -0.10
O -1.76598 -0.53570 -0.70384 -0.03
H 2.76291 0.45536 -0.31735 0.12
H 0.74413 -1.49254 -0.36851 0.15
H 0.78128 -0.22460 -1.61097 0.13
H -0.65845 -1.25010 0.91376 0.16
H -2.27527 0.50023 1.07526 0.12
H -1.44857 1.50819 -0.25052 0.12
```

## Properties
HOMO level ... -10.156 eV
Structure (SMILES) ... O=CC[C@H]1CO1
Orbital gap ... 11.06 eV
Molecular weight ... 86.090 g/mol
Net charge ... 0
Relative energy (zero: lowest compared OMol25 entry of this formula, charge and spin) ... 261.3 kJ/mol
Energy ... -306.40678 a.u.

=====

C53H40N7SbTa | ωB97M-V/def2-TZVPD

```
102
Properties=species:S:1:pos:R:3:lowdin_charge:R:1
Ta 0.19096 -0.56517 0.54365 1.74
C -3.71995 -1.47603 -1.55182 0.01
C -2.41670 -1.08254 -1.26550 -0.16
N -1.91245 -1.04334 -0.03072 -0.08
C -2.71644 -1.45702 0.99607 -0.18
C -4.03299 -1.90805 0.79035 -0.13
C -4.53565 -1.87950 -0.52282 0.07
C -4.75348 -2.43431 1.89040 0.01
C -4.13289 -2.54834 3.10014 -0.02
C -2.80640 -2.10072 3.29202 0.03
C -2.11574 -1.49863 2.26783 -0.20
N -0.79075 -1.00440 2.27838 -0.09
C -0.07388 -0.92289 3.49859 -0.23
C -0.56621 -0.64096 4.74897 0.00
C 0.29450 -0.64551 5.87181 -0.02
C 1.62478 -0.92485 5.74436 0.01
C 2.17273 -1.14562 4.45638 -0.12
C 3.53440 -1.41357 4.20942 0.06
C 3.96686 -1.58011 2.91930 0.01
C 3.05841 -1.42302 1.86841 -0.09
N 1.77016 -1.17002 2.05784 0.01
C 1.31569 -1.09404 3.34579 -0.16
H -4.05908 -1.46934 -2.57730 0.13
H -1.75790 -0.81707 -2.08112 0.06
H -5.55104 -2.20371 -0.71479 0.14
H -5.76847 -2.77851 1.74608 0.13
H -4.65154 -2.99663 3.93601 0.13
H -2.34974 -2.26183 4.25530 0.12
H -1.61254 -0.41710 4.89749 0.12
H -0.12484 -0.44177 6.84723 0.13
H 2.27128 -0.96521 6.61057 0.13
H 4.22581 -1.48822 5.03964 0.14
H 4.99960 -1.80298 2.69403 0.13
H 3.40497 -1.49942 0.84716 0.11
C 0.23202 -6.01104 0.70203 -0.04
C 1.51730 -5.48005 0.71325 -0.04
C 1.74212 -4.18491 0.28201 -0.03
C 0.67349 -3.41166 -0.16979 -0.29
C -0.60877 -3.94482 -0.20282 -0.03
C -0.82460 -5.24538 0.23877 -0.04
N 0.90797 -2.03749 -0.56992 -0.11
C 1.98637 -1.79926 -1.46161 -0.25
C 2.40205 -2.68858 -2.44466 0.01
C 3.43758 -2.31920 -3.28896 -0.01
C 4.07867 -1.08107 -3.17190 -0.02
C 3.68028 -0.18941 -2.19968 0.02
C 2.63122 -0.56056 -1.35856 -0.24
N 2.09404 0.23726 -0.33718 -0.13
N 2.68079 1.27559 0.03765 0.16
C 1.97400 1.93164 1.05600 -0.32
C 2.51965 3.06883 1.62008 0.04
C 1.80387 3.71248 2.61628 0.01
C 0.57399 3.19613 3.00258 0.01
C 0.09932 2.04635 2.39995 -0.10
N 0.78378 1.40639 1.43528 -0.05
H 0.06269 -7.02478 1.03757 0.12
H 2.34944 -6.08090 1.05410 0.12
H 2.74824 -3.78507 0.28196 0.11
H -1.43022 -3.37828 -0.61254 0.09
H -1.82143 -5.66274 0.19907 0.12
H 1.92546 -3.65450 -2.54281 0.14
H 3.75636 -3.00866 -4.05935 0.13
H 4.88393 -0.82550 -3.84567 0.13
H 4.15366 0.77560 -2.07977 0.12
H 3.47524 3.42427 1.26274 0.14
H 2.19585 4.60677 3.08128 0.14
H -0.01925 3.67476 3.76880 0.13
H -0.84702 1.61001 2.68905 0.11
C 0.36619 0.49589 -6.19110 -0.04
C 0.23457 -0.54607 -5.28381 -0.05
C -0.01151 -0.27321 -3.94625 -0.14
C -0.12848 1.04729 -3.51746 -0.37
C 0.01671 2.09408 -4.42806 -0.12
C 0.25628 1.81204 -5.76524 -0.04
Sb -0.49073 1.53016 -1.50332 1.60
C -2.49460 2.11804 -1.27426 -0.39
C -3.18722 2.64678 -2.35937 -0.09
C -4.49316 3.08621 -2.18956 -0.04
C -5.10091 3.00133 -0.94464 -0.04
C -4.41048 2.47096 0.13741 -0.06
C -3.10708 2.02516 -0.02777 -0.15
C 0.54301 3.34054 -1.27545 -0.39
C 1.77377 3.53617 -1.90198 -0.14
C 2.45514 4.73087 -1.71989 -0.05
C 1.90873 5.72480 -0.91762 -0.04
C 0.67549 5.53511 -0.30602 -0.06
C -0.01159 4.34234 -0.48205 -0.12
H 0.55676 0.28222 -7.23407 0.12
H 0.32400 -1.57116 -5.61811 0.12
H -0.10491 -1.10175 -3.24979 0.08
H -0.05269 3.12741 -4.10671 0.11
H 0.35746 2.62218 -6.47469 0.12
H -2.72870 2.70909 -3.33963 0.10
H -5.03558 3.49553 -3.03094 0.12
H -6.11708 3.34919 -0.81740 0.12
H -4.88736 2.40616 1.10662 0.12
H -2.58028 1.59781 0.82207 0.08
H 2.18909 2.77561 -2.55466 0.10
H 3.40130 4.89596 -2.21835 0.12
H 2.43387 6.66206 -0.79051 0.12
H 0.23894 6.32668 0.28886 0.12
H -0.98844 4.21271 -0.02861 0.10
```

## Properties
HOMO level ... -15.419 eV
Orbital gap ... 5.83 eV
Molecular weight ... 1077.660 g/mol
Net charge ... +3
Relative energy (zero: lowest compared OMol25 entry of this formula, charge and spin) ... 0.0 kJ/mol
Energy ... -2723.51394 a.u.

=====

C8H12B2ClF9NOPS | ωB97M-V/def2-TZVPD

```
36
Properties=species:S:1:pos:R:3:lowdin_charge:R:1
C 4.23718 -0.64635 0.16713 -0.12
C 3.70873 0.86855 -0.28911 -0.16
B 2.19632 0.82390 -0.98785 -0.34
O 2.12254 0.06101 -2.28015 0.01
C 0.85231 1.55797 -0.35732 -0.40
P 1.02852 2.72543 1.14444 0.37
S 0.58326 1.88502 2.86922 0.14
C -0.19114 0.25613 -0.23956 -0.06
N -1.60792 0.68140 -0.64509 0.04
C -2.68508 -0.29981 -0.23868 -0.12
F -3.17811 -0.94900 -1.50760 0.05
F -2.16923 -1.44580 0.59872 0.09
C -3.99932 0.36590 0.48036 -0.12
F -4.62230 1.48710 -0.25997 0.04
F -3.76842 0.74836 1.91801 0.05
F -5.04244 -0.72555 0.53498 0.06
C -1.66045 1.88720 -1.31616 0.18
C -0.08125 2.38808 -1.45952 -0.56
Cl 0.27192 4.18183 -1.76473 0.59
H 3.99982 -0.84161 1.31263 0.10
H 3.76244 -1.50814 -0.47780 0.08
H 5.39848 -0.70810 0.03203 0.09
H 4.49643 1.23931 -1.10591 0.13
H 3.76279 1.52794 0.67606 0.08
H 2.06823 -0.90270 -1.96658 0.13
H 2.42876 3.14405 1.27731 0.01
H 0.23136 3.93203 1.07240 -0.02
H -0.00254 -0.10590 0.85718 0.14
H -0.00773 -0.65926 -0.94530 0.18
H -2.64104 2.40378 -1.70443 0.19
H 0.22014 1.83946 -2.47415 0.15
B -1.94244 -5.04243 1.41584 -1.06
F -1.55292 -6.25748 2.11289 0.02
F -0.93126 -4.01884 1.62432 0.01
F -2.06698 -5.31819 -0.00611 0.02
F -3.21862 -4.57528 1.93251 0.02
```

## Properties
HOMO level ... -9.662 eV
Orbital gap ... 5.39 eV
Molecular weight ... 429.290 g/mol
Net charge ... 0
Relative energy (zero: lowest compared OMol25 entry of this formula, charge and spin) ... 393.4 kJ/mol
Energy ... -2590.17306 a.u.